# C24H19F4N2

2 unconnected molecules or ions with the total composition C24H19F4N2 (wB97M-V/def2-TZVPD, the Open Molecules 2025 dataset).

net charge: +1
HOMO: -10.5 eV
Kohn-Sham gap: 4.27 eV

```
49
C24H19F4N2 (wB97M-V/def2-TZVPD)
F 0.728 -5.600 -1.138
C 0.395 -4.413 -1.751
C 0.788 -4.217 -3.073
C 0.427 -2.994 -3.647
F 0.780 -2.770 -4.959
C -0.264 -2.004 -2.967
C -0.643 -2.222 -1.613
C -1.347 -1.221 -0.883
C -1.861 -1.445 0.386
C -2.566 -0.520 1.142
C -2.997 -0.773 2.476
C -3.768 0.194 3.180
C -4.147 -0.059 4.487
F -4.881 0.893 5.158
C -3.820 -1.235 5.171
C -3.078 -2.174 4.457
F -2.729 -3.347 5.088
C -2.665 -1.987 3.147
C -0.307 -3.473 -1.014
H 1.338 -4.973 -3.623
H -0.527 -1.058 -3.441
H -1.502 -0.247 -1.355
H -1.714 -2.432 0.820
H -2.807 0.448 0.694
H -4.038 1.120 2.674
H -4.125 -1.408 6.197
H -2.081 -2.761 2.652
H -0.576 -3.696 0.017
C 4.809 0.972 1.142
C 3.924 1.820 0.280
C 2.639 1.356 -0.039
C 1.813 2.143 -0.840
C 2.296 3.392 -1.309
C 3.563 3.872 -1.010
C 4.380 3.064 -0.202
N 1.244 3.912 -2.062
C 0.208 3.017 -2.031
C -1.075 3.268 -2.733
N 0.520 1.945 -1.310
H 5.774 1.463 1.299
H 4.349 0.784 2.121
H 4.986 -0.010 0.685
H 2.249 0.400 0.313
H 3.881 4.841 -1.401
H 5.388 3.383 0.072
H 1.236 4.801 -2.552
H -1.721 2.404 -2.540
H -1.561 4.176 -2.349
H -0.916 3.369 -3.816
```



# C24H19IrN14O9SSe

A molecular structure, C24H19IrN14O9SSe (wB97M-V/def2-TZVPD, the Open Molecules 2025 dataset).

relative energy (zero: lowest compared OMol25 entry of this formula, charge and spin): 36.5 kcal per mole
⟨S²⟩: 8.780
multiplicity: 6
net charge: +1
HOMO (alpha / beta): -10.9 / -11.1 eV
Kohn-Sham gap (alpha / beta): 6.53 / 4.19 eV

```
69
C24H19IrN14O9SSe (wB97M-V/def2-TZVPD)
Ir -1.241 1.132 0.403
N -0.280 -0.134 -3.991
C 0.222 0.582 -2.976
N -0.722 0.774 -2.076
C -1.808 0.129 -2.591
N -1.554 -0.425 -3.759
C -3.081 0.059 -1.907
C -4.157 -0.663 -2.444
N -5.326 -0.686 -1.849
C -5.476 -0.014 -0.726
C -4.398 0.654 -0.140
N -3.218 0.680 -0.734
H 0.159 -0.429 -4.852
H 1.239 0.909 -2.881
H -4.037 -1.219 -3.362
H -6.458 -0.015 -0.273
H -4.501 1.178 0.798
N -1.643 0.830 2.755
N -2.454 1.830 3.294
C -3.042 2.788 2.420
O -3.853 3.552 2.885
O -2.650 2.747 1.212
H -2.060 -0.103 2.801
H -0.704 0.843 3.155
H -3.019 1.604 4.105
O -0.314 -6.856 2.035
N 0.547 -6.185 1.522
O 1.671 -6.551 1.268
C 0.208 -4.817 1.175
C -1.089 -4.367 1.347
C -1.403 -3.062 0.978
C -0.455 -2.236 0.334
O -0.730 -1.135 -0.256
C 0.907 -2.697 0.298
C 1.221 -3.979 0.708
N 1.773 -1.771 -0.168
O 0.938 0.352 1.205
O 2.232 0.642 -0.876
N -2.700 -2.539 1.229
O -3.611 -3.308 1.424
O -2.824 -1.314 1.281
H -1.846 -5.016 1.765
H 2.233 -4.351 0.658
C 5.379 -2.631 -3.062
C 4.904 -2.274 -1.698
C 5.787 -1.965 -0.659
C 5.217 -1.655 0.562
N 3.907 -1.627 0.738
C 3.141 -1.899 -0.303
S 1.156 -0.045 -0.186
N 3.596 -2.232 -1.498
H 6.289 -3.223 -3.014
H 5.593 -1.714 -3.609
H 4.612 -3.172 -3.607
H 6.853 -1.960 -0.814
H 5.815 -1.430 1.436
Se -0.163 3.539 -1.944
N -0.268 3.129 -0.225
C 0.063 4.199 0.496
C 0.071 4.325 1.897
C 0.430 5.524 2.447
C 0.819 6.629 1.656
C 0.843 6.547 0.295
C 0.448 5.338 -0.311
N 0.380 5.142 -1.620
H -0.220 3.485 2.505
H 0.420 5.644 3.518
H 1.098 7.548 2.145
H 1.136 7.365 -0.343
```



# C24H19N5O2

C24H19N5O2 in the gas phase (wB97M-V/def2-TZVPD, the Open Molecules 2025 dataset).

relative energy (zero: lowest compared OMol25 entry of this formula, charge and spin): 14.0 kcal per mole
SMILES: N#Cc1ccc2cc1Oc1ccc3cccc(c3c1)NC(=O)CNCc1cncn1C2
HOMO: -8.7 eV
Kohn-Sham gap: 8.41 eV

```
50
C24H19N5O2 (wB97M-V/def2-TZVPD)
N 1.475 -5.363 -1.267
C 0.900 -4.363 -1.437
C 0.137 -3.163 -1.668
C 0.218 -2.528 -2.923
C -0.492 -1.354 -3.155
C -1.310 -0.810 -2.208
C -1.458 -1.501 -0.992
C -0.712 -2.623 -0.674
O -0.776 -3.204 0.567
C -0.024 -2.509 1.503
C 1.218 -3.031 1.931
C 2.058 -2.311 2.751
C 1.691 -1.038 3.238
C 2.542 -0.290 4.027
C 2.202 1.016 4.398
C 0.927 1.514 4.047
C 0.032 0.781 3.264
C 0.437 -0.513 2.846
C -0.422 -1.261 2.018
N -1.205 1.317 2.968
C -1.325 1.861 1.719
O -2.416 1.634 1.209
C -0.176 2.539 0.915
N -0.456 2.776 -0.526
C 0.465 2.060 -1.439
C -0.103 2.060 -2.812
C 0.402 2.769 -3.854
N -0.483 2.631 -4.936
C -1.442 1.830 -4.554
N -1.247 1.419 -3.230
C -2.089 0.453 -2.493
H 0.934 -2.892 -3.675
H -0.301 -0.903 -4.137
H -2.153 -1.140 -0.217
H 1.484 -4.018 1.542
H 3.012 -2.753 3.042
H 3.525 -0.640 4.354
H 2.873 1.655 4.963
H 0.653 2.521 4.358
H -1.461 -0.982 1.782
H -2.037 0.794 3.259
H 0.712 1.932 0.972
H 0.007 3.497 1.407
H -1.439 2.474 -0.733
H 0.634 0.992 -1.140
H 1.462 2.539 -1.436
H 1.243 3.420 -3.768
H -2.293 1.577 -5.166
H -2.987 0.200 -3.072
H -2.432 0.933 -1.570
```



# C24H20As2CuF12N4O8

A molecular structure, C24H20As2CuF12N4O8 (wB97M-V/def2-TZVPD, the Open Molecules 2025 dataset).

relative energy (zero: lowest compared OMol25 entry of this formula, charge and spin): 56.7 kcal per mole
net charge: -1
HOMO: -6.3 eV
Kohn-Sham gap: 7.56 eV

```
71
C24H20As2CuF12N4O8 (wB97M-V/def2-TZVPD)
Cu -1.106 0.624 -0.921
As -2.922 2.715 -2.698
F -4.549 2.487 -1.819
F -3.084 4.501 -2.461
F -1.454 3.032 -3.677
F -2.754 0.951 -2.846
F -3.820 2.748 -4.190
F -2.125 2.596 -1.041
As -4.571 0.181 1.122
F -3.138 0.707 0.079
F -3.603 -1.077 1.864
F -5.974 -0.026 2.187
F -5.532 1.663 0.514
F -5.291 -0.837 -0.162
F -3.938 1.246 2.436
C -3.616 -6.409 -1.847
C -2.531 -6.125 -2.655
C -1.866 -4.847 -2.655
C -2.319 -3.966 -1.714
C -3.436 -4.210 -0.941
C -4.082 -5.417 -1.038
N -1.771 -2.602 -1.652
O -1.981 -1.803 -0.767
O -1.088 -2.231 -2.580
H -4.111 -7.362 -1.737
H -2.064 -6.924 -3.213
H -0.956 -4.681 -3.212
H -3.816 -3.406 -0.327
H -4.970 -5.557 -0.438
C 5.047 2.545 -2.474
C 4.004 2.606 -1.495
C 2.739 2.075 -1.739
C 2.573 1.352 -2.856
C 3.590 1.131 -3.808
C 4.758 1.816 -3.645
N 1.235 0.793 -3.263
O 1.084 -0.154 -4.047
O 0.320 1.291 -2.689
H 5.971 3.091 -2.357
H 4.200 3.223 -0.630
H 1.934 2.269 -1.046
H 3.431 0.515 -4.681
H 5.575 1.665 -4.335
C -0.679 3.732 5.373
C -1.384 3.773 4.225
C -0.881 3.204 3.111
C 0.395 2.712 2.994
C 1.160 2.873 4.162
C 0.579 3.206 5.353
N 0.924 2.218 1.675
O 2.073 1.975 1.543
O 0.170 2.066 0.750
H -1.184 4.127 6.243
H -2.397 4.093 4.027
H -1.413 3.226 2.171
H 2.100 2.343 4.197
H 1.217 3.024 6.205
C 4.546 -1.920 3.128
C 3.157 -2.051 3.321
C 2.228 -1.971 2.304
C 2.606 -1.520 1.084
C 3.980 -1.219 0.899
C 4.940 -1.439 1.837
N 1.752 -1.349 -0.072
O 2.106 -1.832 -1.049
O 0.686 -0.726 0.050
H 5.359 -2.112 3.813
H 2.650 -2.423 4.199
H 1.182 -2.156 2.499
H 4.200 -0.871 -0.099
H 5.933 -1.168 1.507
```